# 1
{
  "formula": "C18H42Br3F3IN3O3P2",
  "method": "ωB97M-V/def2-TZVPD",
  "smiles": "CCP(CN)(CC[C@@](F)(Br)C(F)(F)Br)(C[C@@H](C)I)P(O)Br.COC[C@@H](C)N.COC[C@@H](C)N",
  "e_lumo_ha": 0.007,
  "charge": 0,
  "symbols": ["C", "C", "P", "C", "N", "C", "C", "C", "F", "Br", "C", "F", "F", "Br", "C", "C", "C", "I", "P", "O", "Br", "H", "H", "H", "H", "H", "H", "H", "H", "H", "H", "H", "H", "H", "H", "H", "H", "H", "H", "H", "H", "C", "C", "C", "O", "C", "N", "H", "H", "H", "H", "H", "H", "H", "H", "H", "H", "H", "C", "C", "C", "O", "C", "N", "H", "H", "H", "H", "H", "H", "H", "H", "H", "H", "H"],
  "positions_angstrom": [[-4.31052, 2.15539, 1.08954], [-4.04605, 0.95028, 0.19589], [-2.26440, 0.74710, -0.37677], [-1.87119, -0.10911, 1.31982], [-0.52000, -0.11504, 1.87083], [-1.95364, -0.81381, -1.33098], [-0.69870, -1.65026, -1.06964], [0.60378, -1.32659, -1.80495], [0.83036, -2.32158, -2.73282], [0.50366, 0.29712, -2.86880], [1.88146, -1.37559, -0.83129], [1.52767, -1.91571, 0.35513], [2.81005, -2.20240, -1.38656], [2.81669, 0.28886, -0.39365], [-0.89955, 2.02983, -0.19313], [-0.98334, 2.96659, 1.02560], [0.41003, 3.16242, 1.67265], [-1.69760, 4.92410, 0.46382], [-2.72329, 1.79106, -2.44626], [-3.56064, 3.15839, -2.02681], [-4.40090, 0.56392, -3.33987], [-4.05253, 3.09815, 0.62532], [-5.37699, 2.18885, 1.30976], [-3.82096, 2.06465, 2.05431], [-4.28219, 0.03876, 0.74367], [-4.71678, 0.97594, -0.65809], [-2.52159, 0.26398, 2.10516], [-2.17983, -1.14969, 1.19013], [-0.32832, 0.63812, 2.50247], [0.22468, -0.23833, 1.21142], [-2.77572, -1.45785, -1.04080], [-2.05276, -0.67897, -2.40282], [-0.52977, -1.81634, -0.01471], [-0.95154, -2.64169, -1.44517], [0.06630, 1.53867, -0.17963], [-0.87650, 2.64281, -1.09121], [-1.63733, 2.57606, 1.79209], [0.53102, 4.18008, 2.02540], [0.51768, 2.53230, 2.54968], [1.20696, 2.98404, 0.95978], [-4.46106, 2.93086, -1.77329], [-4.16342, -6.18862, 1.15085], [-2.82904, -5.45057, 1.14895], [-2.96169, -3.93578, 1.35212], [-3.40400, -3.22386, 0.20980], [-4.80880, -3.17906, 0.01501], [-2.09665, -5.79383, -0.07295], [-4.70930, -6.04142, 0.21903], [-3.99675, -7.25925, 1.25982], [-4.79737, -5.85882, 1.97617], [-2.24621, -5.82421, 1.99577], [-1.96893, -3.53480, 1.57890], [-3.60571, -3.70681, 2.21081], [-5.33904, -3.12869, 0.96969], [-5.16404, -4.03799, -0.55706], [-5.03076, -2.27665, -0.55708], [-1.16023, -5.40103, -0.03230], [-2.54240, -5.31771, -0.85255], [6.63253, 2.56638, 1.03385], [5.90960, 2.37150, -0.29449], [6.84488, 2.08139, -1.47559], [7.52985, 3.21157, -1.97524], [8.71968, 3.55456, -1.29153], [5.03650, 3.52306, -0.53881], [7.11885, 3.53996, 1.09117], [5.92153, 2.51315, 1.85794], [7.38903, 1.79488, 1.18926], [5.26318, 1.49670, -0.18994], [6.23637, 1.71915, -2.30856], [7.55833, 1.28491, -1.22557], [9.24907, 2.66379, -0.94065], [8.52413, 4.21687, -0.44454], [9.35908, 4.08572, -1.99562], [4.47178, 3.34856, -1.36564], [5.62335, 4.31160, -0.79622]],
  "forces_ev_per_a": [[-0.392, -0.234, 0.133], [0.302, -0.006, -0.096], [-0.426, -0.178, 0.484], [0.503, -0.131, 0.027], [-0.311, -0.437, 0.181], [0.542, -0.097, -0.051], [-0.488, -0.279, -0.088], [0.374, 0.063, -0.120], [-0.067, 0.119, 0.328], [0.268, -0.127, 0.186], [0.695, -0.370, -0.415], [0.227, -0.098, -0.331], [-0.664, 0.612, 0.457], [-0.477, -0.265, -0.167], [-0.528, 0.530, -0.062], [0.997, -0.175, 0.099], [-0.437, 0.435, -0.009], [-0.178, -0.115, 0.053], [0.375, 0.559, -0.507], [-0.045, -0.201, -0.194], [-0.239, -0.157, -0.074], [0.193, 0.142, -0.038], [-0.127, 0.034, 0.015], [0.232, 0.117, 0.082], [-0.005, -0.156, 0.043], [0.068, -0.027, -0.191], [-0.132, 0.232, 0.046], [-0.235, -0.044, -0.053], [0.118, 0.204, -0.037], [0.183, 0.159, -0.067], [-0.262, -0.054, 0.160], [-0.044, 0.217, -0.081], [0.043, 0.235, 0.151], [0.077, -0.159, -0.027], [0.021, -0.376, 0.086], [0.040, 0.008, -0.161], [-0.448, 0.186, -0.008], [0.029, 0.113, 0.102], [0.186, -0.297, -0.029], [0.154, -0.150, -0.070], [-0.164, 0.169, 0.237], [-0.025, -0.048, 0.076], [-0.140, -0.037, -0.169], [0.188, -0.020, 0.122], [-0.132, -0.015, -0.004], [0.105, 0.072, -0.093], [0.073, 0.216, 0.070], [0.012, 0.046, -0.023], [0.026, -0.007, -0.036], [-0.004, 0.014, -0.009], [0.029, 0.053, 0.031], [-0.006, 0.028, -0.042], [-0.043, -0.043, -0.012], [-0.014, -0.036, 0.022], [-0.052, -0.031, 0.066], [0.015, 0.006, -0.003], [0.024, -0.108, 0.035], [-0.047, -0.089, -0.027], [-0.020, -0.071, 0.067], [0.102, 0.211, 0.085], [-0.129, -0.127, -0.092], [0.072, 0.011, 0.053], [-0.037, 0.088, -0.090], [-0.020, -0.100, -0.142], [0.015, 0.015, -0.048], [-0.024, 0.032, -0.014], [0.009, 0.011, -0.013], [0.095, -0.082, -0.040], [0.005, 0.042, -0.020], [0.001, 0.020, 0.070], [-0.006, -0.012, 0.035], [0.038, -0.058, 0.057], [-0.013, -0.011, -0.021], [-0.041, -0.016, 0.042], [-0.008, 0.044, 0.074]],
  "lowdin_charge": [-0.15, -0.37, 0.74, -0.35, 0.00, -0.37, -0.19, -0.73, -0.03, 0.84, -0.84, 0.01, 0.04, 0.83, -0.41, -0.78, -0.17, 0.89, 0.40, -0.49, 0.24, 0.00, 0.08, 0.06, 0.07, 0.01, 0.07, 0.05, 0.04, 0.01, 0.06, 0.00, 0.09, 0.13, 0.01, 0.00, 0.04, 0.03, 0.06, 0.06, 0.01, -0.07, -0.43, -0.20, -0.23, -0.09, 0.04, 0.07, 0.08, 0.08, 0.14, 0.12, 0.12, 0.10, 0.08, 0.08, 0.07, 0.07, -0.06, -0.45, -0.21, -0.19, -0.11, 0.04, 0.07, 0.08, 0.08, 0.05, 0.12, 0.12, 0.09, 0.07, 0.09, 0.07, 0.07]
}

# 2
{
  "formula": "C18H42CdN5O10S",
  "method": "ωB97M-V/def2-TZVPD",
  "e_lumo_ha": -0.206,
  "charge": 1,
  "symbols": ["Cd", "C", "O", "H", "H", "H", "C", "C", "O", "N", "C", "H", "H", "H", "H", "H", "H", "H", "C", "C", "O", "N", "C", "H", "H", "H", "H", "H", "H", "H", "C", "C", "O", "N", "C", "H", "H", "H", "H", "H", "H", "H", "C", "C", "O", "N", "C", "H", "H", "H", "H", "H", "H", "H", "C", "C", "O", "N", "C", "H", "H", "H", "H", "H", "H", "H", "C", "C", "O", "S", "O", "O", "O", "H", "H", "H", "H"],
  "positions_angstrom": [[2.38097, 2.40138, -0.48913], [0.19801, 0.07900, 0.41010], [1.21937, 0.69019, -0.42247], [0.75358, -0.62070, 1.03449], [-0.36796, 0.80849, 0.98942], [-0.44356, -0.61171, -0.13708], [1.70559, -3.56238, 3.10989], [1.22192, -4.98441, 2.54666], [0.09444, -5.10910, 2.03712], [2.11805, -5.89111, 2.63099], [1.94047, -7.12266, 1.82844], [1.08580, -3.11214, 3.88529], [1.46908, -2.90705, 2.27161], [2.74699, -3.49947, 3.42553], [3.07579, -5.62539, 2.81048], [2.82723, -7.71077, 2.06480], [2.09156, -6.92578, 0.76707], [0.98363, -7.62170, 1.98177], [-1.07175, 5.35452, -0.06874], [-0.69525, 3.92290, -0.41914], [0.45396, 3.58150, -0.27233], [-1.62697, 3.12504, -0.99603], [-3.02206, 3.43707, -1.21931], [-2.03459, 5.43998, 0.43497], [-1.01052, 5.86909, -1.02768], [-0.37453, 5.85597, 0.60248], [-1.36157, 2.15756, -1.11284], [-3.33911, 2.76976, -2.02072], [-3.39991, 4.45526, -1.31217], [-3.59970, 2.93270, -0.44468], [3.12682, -2.62996, -2.36513], [1.83124, -2.61105, -3.13205], [1.39865, -3.58447, -3.62696], [1.08543, -1.53090, -3.07645], [-0.31252, -1.49644, -3.47388], [4.10483, -2.34657, -2.75408], [3.24548, -3.63320, -1.95582], [3.04181, -1.95451, -1.51388], [1.42884, -0.78090, -2.49364], [-0.43509, -1.53818, -4.55616], [-0.79169, -0.61355, -3.05081], [-0.88595, -2.30342, -3.01773], [-0.75435, 4.55615, 6.11054], [-1.75840, 4.12925, 5.00241], [-2.94998, 4.29583, 5.17621], [-1.29145, 3.60120, 3.83052], [-2.07618, 2.97399, 2.79902], [0.09256, 3.88011, 6.22811], [-1.21947, 4.47958, 7.09334], [-0.33186, 5.55623, 6.01341], [-0.29715, 3.60058, 3.65312], [-1.80063, 1.92473, 2.69304], [-1.96967, 3.67805, 1.97377], [-3.14273, 3.01954, 3.01925], [0.36185, 2.15674, -4.19829], [1.76755, 1.95026, -3.78873], [2.12289, 2.21136, -2.69230], [2.70636, 1.50982, -4.71113], [3.98146, 0.96720, -4.29945], [0.31937, 3.07988, -4.77630], [-0.32029, 2.02215, -3.35884], [0.10677, 1.21406, -4.68243], [2.47365, 1.69079, -5.67715], [4.61898, 1.76659, -3.92180], [4.45796, 0.44206, -5.12726], [3.85583, 0.20123, -3.53420], [-2.13217, -2.85143, 1.82676], [-1.99321, -3.28665, 0.30466], [-3.04109, -2.62661, -0.41792], [-3.83066, -1.46476, 0.47407], [-5.29260, -1.63667, 0.64544], [-3.56635, -0.14133, 0.03514], [-3.13166, -1.84172, 1.92577], [-1.14963, -2.57409, 2.20859], [-2.60094, -3.67372, 2.36732], [-1.99716, -4.36402, 0.13923], [-1.07425, -2.99945, -0.20634]],
  "forces_ev_per_a": [[-1.954, -0.826, -0.361], [2.255, 0.072, -0.037], [-0.743, -0.505, -0.190], [-0.251, 0.129, 0.811], [-0.124, -0.110, 0.002], [-0.281, 0.537, -0.692], [-1.171, -0.693, -0.849], [-2.854, 4.694, 0.607], [1.323, 0.092, 0.580], [1.817, -3.331, -0.996], [1.329, 0.165, 0.062], [-0.154, -0.702, 0.315], [0.603, 0.172, -0.246], [-0.039, -0.109, -0.238], [-0.297, -0.033, 0.224], [-0.481, -0.610, 0.306], [-0.486, 0.338, -0.119], [0.319, 0.152, 0.264], [-0.154, -0.287, 0.057], [-2.718, 1.078, -0.435], [3.015, -0.963, 0.485], [1.188, 1.420, 0.640], [-1.283, -2.038, 0.437], [-0.217, 0.031, -0.559], [-0.504, 0.367, 0.062], [0.359, -0.528, -0.148], [0.093, -0.009, -0.037], [0.031, 0.717, -0.737], [0.851, -0.062, -0.230], [-0.110, 0.465, 0.654], [0.671, 0.384, 1.376], [1.620, 0.413, 1.055], [-1.071, -3.796, -2.079], [-0.737, 3.275, 0.675], [-0.124, -0.154, 0.357], [-0.349, -0.070, -0.995], [-0.066, 0.008, -0.147], [-0.197, 0.045, 0.311], [-0.282, 0.115, 0.096], [-0.035, 0.012, 0.068], [0.282, 0.320, -0.249], [0.223, -0.394, -0.211], [0.232, -0.768, -0.099], [-0.283, 0.688, 0.642], [0.084, -0.238, 0.025], [1.170, -0.135, 0.926], [-0.733, 1.058, 0.313], [0.165, -0.158, -0.529], [-0.513, 0.260, -0.310], [-0.321, 0.060, -0.316], [-0.137, -0.025, 0.396], [0.123, 0.195, -0.606], [0.067, -0.938, -0.891], [0.121, -0.045, 0.461], [-0.160, -1.530, -0.269], [1.002, -0.676, -4.150], [1.868, 0.843, 4.946], [-2.134, 0.375, 0.569], [0.248, 0.153, -0.064], [-0.696, -0.274, -0.077], [0.313, 1.167, 0.352], [-0.145, 0.446, -1.279], [0.174, -0.586, 0.025], [0.271, -0.170, -0.018], [-0.052, 0.359, -0.105], [-0.218, 0.163, 0.170], [-0.297, -1.575, -1.175], [0.502, 0.419, 0.397], [-1.586, 1.427, 0.956], [-3.658, -1.410, 1.729], [3.616, -1.032, -0.578], [1.901, 0.308, -0.465], [-0.088, 1.253, -2.103], [-0.389, 0.250, 0.219], [0.749, -0.172, 0.155], [-0.759, 0.034, 0.347], [0.263, 0.492, 0.513]],
  "lowdin_charge": [1.47, -0.21, -0.53, 0.06, 0.05, 0.05, 0.01, -0.55, 0.02, 0.02, -0.03, 0.07, 0.05, 0.07, 0.14, 0.08, 0.09, 0.09, 0.01, -0.55, -0.10, 0.05, -0.05, 0.08, 0.10, 0.09, 0.13, 0.09, 0.10, 0.09, 0.00, -0.63, 0.10, 0.02, -0.06, 0.07, 0.09, 0.06, 0.09, 0.09, 0.07, 0.08, 0.00, -0.52, 0.05, -0.01, -0.06, 0.06, 0.08, 0.08, 0.13, 0.08, 0.06, 0.09, 0.03, -0.56, -0.06, 0.03, -0.06, 0.11, 0.08, 0.08, 0.15, 0.09, 0.10, 0.07, -0.15, -0.15, -0.21, 0.70, -0.26, -0.27, -0.20, 0.11, 0.13, 0.13, 0.10]
}

What HOMO values result from the calculations? In sequence: -6.93; -11.49 eV.